Below is 9 unconnected molecules or ions with the total composition C48H79BN3O19S2 at a distorted geometry, with properties calculated with ωB97M-V with the def2-TZVPD basis set.

M = 1077.11 g/mol
E_HOMO = -10.05 eV
Relative energy (zero: lowest compared OMol25 entry of this formula, charge and spin) = 0.0 kcal per mole
Frontier orbital gap = 7.84 eV

```
! RIJCOSX wB97M-V def2-TZVPD def2/J DEFGRID3
* xyz 1 1
S -4.1881 2.1608 1.9164
S -2.1295 3.4034 0.1841
O 7.4690 6.7124 -3.3551
O 6.8134 -5.1721 4.5217
O -2.0781 -8.6526 2.4280
O 4.7592 2.0447 0.5265
O -8.6319 3.6958 -4.9233
O -4.6226 -3.0019 -0.4943
O -0.2241 -9.4433 3.4252
O -0.5542 -0.7669 -1.9257
O 6.0863 11.3799 -3.1752
O -3.5688 -3.8883 1.2758
O 6.8281 -3.0412 3.7919
O 1.4115 -4.8958 2.4930
O 7.5190 11.3258 -1.4531
O -8.1364 5.3913 -3.5423
O -7.2834 -6.6606 -0.8226
O 2.9955 -5.8008 3.8178
O 7.5345 6.0158 -1.2258
O 4.3293 3.8739 -0.9798
O -6.9303 -8.5283 0.3616
N 2.7090 2.0151 -0.7839
N 1.3411 0.6170 -1.6607
N -4.5751 2.7079 -0.6900
C 3.7529 -5.3718 4.9734
C 0.6157 1.5694 -1.0018
C -6.1979 4.1900 -1.8616
C -0.6069 -1.3557 -0.6137
C 4.3230 12.6093 -2.2210
C -1.0838 2.5825 1.4019
C -4.4055 -3.9514 0.2047
C -7.6647 -10.1505 -1.1736
C 5.5685 12.7772 -1.3548
C 7.4795 6.9770 -2.1891
C 8.8277 -3.8364 4.7438
C -10.9727 3.6421 -4.7003
C -7.4564 -8.8302 -1.9109
C 1.1807 -9.4870 3.1092
C -9.8116 3.1886 -5.5721
C 8.8709 -2.3118 4.7019
C 6.5140 11.7503 -1.9465
C 7.3885 -4.1328 4.3730
C -5.4925 3.8667 -0.5389
C -7.2379 -7.8563 -0.7706
C -4.6506 -5.9738 1.4030
C 2.2124 -4.7901 3.3811
C 2.6231 0.9240 -1.5098
C 0.2285 3.3177 1.6591
C 0.0407 -8.5810 1.2502
C -3.7467 2.7052 0.4503
C -8.9544 4.7443 -4.1277
C 0.7060 -0.5150 -2.3815
C 2.4622 -3.5455 4.2106
C -3.4241 -5.2044 1.8483
C 1.3136 -2.7869 0.2276
C 4.9165 12.1357 -3.5392
C -10.4543 4.9660 -4.1453
C -6.8454 -9.9394 0.0907
C 7.4197 6.6245 0.0742
C 7.3935 8.3480 -1.5535
C 7.8079 -1.9948 3.6626
C -5.3260 1.4442 -0.8444
C 1.2552 -9.4293 1.5937
C -4.9444 -5.3579 0.0389
C 3.7933 -3.8588 4.8816
C -0.9054 -8.8883 2.3950
C -0.0228 -2.7777 -0.5282
C 5.3129 3.6844 -2.0344
C 1.0898 3.6315 0.4210
C 1.4377 2.4523 -0.4182
C -5.3278 1.0095 -2.3314
C 7.8467 8.0716 -0.1232
B 4.0170 2.6898 -0.4093
H 6.2265 3.3168 -1.5619
H -0.7424 -3.3806 0.0222
H 7.3293 -1.0330 3.8346
H 9.8480 -1.9015 4.4553
H -4.8648 0.6284 -0.2954
H 1.3896 -1.3696 -2.3598
H 9.4813 -4.2859 3.9950
H 0.1040 -3.1555 -1.5441
H -1.6412 2.5600 2.3394
H -4.9111 4.7460 -0.2512
H 3.7249 13.5128 -2.3193
H 6.3817 6.5389 0.4065
H 6.3590 8.6909 -1.5955
H 1.6678 -8.6303 3.5798
H 4.2370 11.4972 -4.0983
H 1.1352 -10.4314 1.1778
H -3.3592 -5.1212 2.9308
H -9.7426 2.1058 -5.6454
H 2.5144 -2.6639 3.5761
H 5.2263 12.9648 -4.1782
H 8.9329 8.1490 -0.0619
H -0.0870 -0.7232 0.1176
H -0.3975 -8.8615 0.2962
H 6.0139 13.7667 -1.4643
H 8.0429 9.0527 -2.0585
H 2.0317 4.0437 0.8014
H 9.0595 -4.2287 5.7296
H 5.4991 4.6125 -2.5593
H -6.6152 5.1883 -1.8277
H 3.9282 -3.3744 5.8477
H -0.0198 4.2674 2.1348
H 3.4507 0.3808 -1.9297
H 5.6829 1.9403 0.2659
H -6.0069 -5.3510 -0.1797
H -2.4987 -5.6468 1.4716
H 0.6121 -0.2146 -3.4261
H -10.6764 5.8037 -4.8077
H 2.0055 -2.0419 -0.1834
H 4.9939 2.9274 -2.7605
H -8.7190 -10.2645 -0.9171
H 3.2367 -5.7196 5.8716
H 3.6859 11.8294 -1.8002
H -7.0386 3.5065 -1.9878
H 5.3750 12.5659 -0.3069
H 4.6099 -3.5508 4.2352
H 4.7448 -5.8130 4.9413
H -0.9168 1.5373 1.1411
H -6.5618 -8.8457 -2.5353
H -4.3918 -5.8557 -0.7607
H -5.0765 1.8387 -2.9885
H 8.2029 -2.0160 2.6444
H -0.4586 1.5460 -0.9908
H 7.4213 8.7494 0.6139
H 0.2741 -7.5141 1.2642
H 0.6278 4.4143 -0.1799
H -5.4811 -5.7733 2.0822
H -5.4933 4.0675 -2.6780
H 2.1962 -9.0248 1.2254
H 1.6141 -10.4023 3.5059
H -1.6551 -1.3515 -0.3244
H -8.3223 -8.5450 -2.5014
H -9.8592 3.6077 -6.5794
H -7.3613 -11.0287 -1.7402
H -6.2167 3.6982 0.2673
H 1.8047 -3.7512 0.0983
H -6.3465 1.5254 -0.4624
H -11.1203 2.9345 -3.8829
H -6.2906 0.6071 -2.6404
H -7.2382 -10.4916 0.9409
H -5.7943 -10.2025 -0.0446
H -11.9114 3.7254 -5.2444
H -4.5318 0.2755 -2.4509
H 0.7784 2.7312 2.3972
H 8.5733 -1.9096 5.6714
H 1.1902 -2.6160 1.2936
H 8.0594 6.0932 0.7762
H -10.8264 5.1683 -3.1450
H -4.4919 -7.0497 1.3764
H 1.6532 -3.4420 4.9359
*
```

---

Below is a molecular structure, C48H80Ge2N4O2P3Se2W at a distorted geometry, with properties calculated with ωB97M-V with the def2-TZVPD basis set.

M = 1325.10 g/mol
E_HOMO (alpha / beta) = -11.72 / -11.72 eV
Relative energy (zero: lowest compared OMol25 entry of this formula, charge and spin) = 0.0 kcal per mole
Frontier orbital gap (alpha / beta) = 4.80 / 5.07 eV
<S²> = 0.765

```
! RIJCOSX wB97M-V def2-TZVPD def2/J DEFGRID3
* xyz 2 2
W 0.7297 0.9877 0.2254
Se 3.1312 0.6337 0.1559
Se 1.4335 3.2758 0.9977
Ge 2.1232 -4.2707 0.4661
Ge -1.1438 -0.8022 -0.0597
P 0.7483 0.5188 -2.4892
P 0.3316 0.3148 2.6767
P -1.3336 2.4536 -0.3015
O 5.1538 4.0408 -1.7332
O 4.1922 2.5581 2.6877
N -0.3746 -1.8061 -1.5453
N -2.7006 0.1030 -0.6643
N -2.6187 -2.4954 -0.3210
N -1.5420 -1.4422 1.7252
C -2.4079 -3.0334 -1.6485
C -3.7252 2.8323 1.2267
C -0.8847 -3.2748 -3.4754
C -2.2030 2.9320 1.2947
C -3.0330 -4.3647 -3.5479
C -1.1839 -2.6968 -2.2417
C -5.0728 -2.5234 0.1995
C -1.2775 -0.5756 2.8343
C 0.0752 1.6485 3.9771
C -2.3815 -3.4164 0.7680
C 3.3485 -5.1783 1.7051
C -2.6557 4.5976 -1.6234
C 1.5805 -0.9347 3.3147
C 0.8505 -1.3180 -2.1282
C 3.0157 3.8281 -0.0639
C -0.1673 4.8814 -1.3832
C -3.9452 -0.4925 -0.4884
C 1.8979 -2.4081 1.1958
C -0.5897 0.4373 -3.8421
C -2.6577 -4.7684 0.7563
C 1.4905 -1.1466 4.8286
C -1.1662 1.7813 -4.3339
C -1.7988 -4.0995 -4.1150
C -2.5740 1.4221 -1.2016
C 3.6200 0.4018 -3.0368
C -3.3301 -3.8292 -2.3043
C 2.3074 2.3162 -3.9842
C -2.4793 -5.5114 1.9162
C -5.1827 0.1472 -0.5500
C 4.3910 3.3768 0.4319
C -0.8128 1.2583 5.1617
C 3.0224 -4.1130 -1.2865
C -1.7514 -3.5251 3.0788
C 5.4315 4.1901 -0.3533
C -3.9234 -1.8566 -0.1807
C -6.3427 -0.5370 -0.2138
C 4.6512 1.9049 0.1278
C 1.4720 -2.3223 2.6447
C -1.8877 -2.7761 1.9121
C 4.6468 3.6586 1.9182
C -1.3103 3.8770 -1.5193
C -6.2906 -1.8584 0.1951
C -0.1346 -0.3411 -5.0841
C 0.4248 -5.2457 0.3485
C 2.2577 0.8417 -3.5600
C 1.3818 2.2784 4.4482
C -2.0532 -4.8818 3.0734
C -1.7850 4.2986 1.8489
H -0.0607 -5.1223 -0.6190
H 0.4619 -2.7183 2.7543
H -3.5278 1.9419 -1.2065
H -0.4210 2.5745 -4.3586
H 0.7986 4.3895 -1.4735
H 5.8086 4.5324 -2.2401
H 4.2292 -4.5673 1.9062
H 2.8609 -5.4241 2.6483
H -0.7104 4.3929 1.9850
H -5.2691 1.1801 -0.8587
H 2.1206 -2.9770 3.2339
H -7.1917 -2.3754 0.4938
H -7.2915 -0.0192 -0.2578
H 0.5303 -1.5781 5.1150
H 4.0613 1.1708 -2.4073
H 0.4480 -1.2358 -4.8810
H -0.3856 0.4644 5.7675
H -2.1198 5.1063 1.2005
H -0.2414 5.6113 -2.1918
H -0.9030 2.1364 5.8029
H -1.5274 1.6557 -5.3546
H 4.1450 4.5876 2.2148
H 2.9643 4.9168 -0.0775
H 0.4291 0.2943 -5.7679
H 1.7072 -1.4635 -1.4641
H -2.2130 1.3837 -2.2302
H 2.0493 0.2289 -4.4343
H -1.5396 -4.5298 -5.0735
H 5.3689 5.2398 -0.0430
H -1.2468 -1.1219 3.7759
H 5.0583 1.7897 -0.8739
H -3.4922 3.9182 -1.7771
H 5.3407 1.4763 0.8521
H 1.9649 2.6123 3.5974
H 1.0907 -1.8452 -3.0487
H 2.8841 -1.9575 1.0799
H 5.7231 3.7922 2.0707
H 1.6570 -0.2368 5.3967
H 2.2603 -1.8608 5.1211
H 3.6852 -6.1112 1.2520
H 4.5354 2.6468 3.5836
H -1.8193 0.9662 4.8679
H 1.1896 -1.8272 0.5700
H 3.6838 -3.2450 -1.3138
H -1.9430 -5.4487 3.9883
H -2.2613 4.4444 2.8198
H 3.5977 -0.5451 -2.4983
H -3.7537 -4.9912 -4.0544
H 1.1606 3.1470 5.0704
H 4.2818 0.2766 -3.8963
H -1.4172 -3.0772 4.0058
H -0.4600 2.4201 3.4115
H 6.4322 3.8155 -0.1069
H -1.3767 -0.1463 -3.3535
H -2.6148 5.2644 -2.4855
H -0.2607 -4.9175 1.1278
H -2.0202 2.1303 -3.7587
H -1.0370 -0.6634 -5.6054
H -1.8542 2.1619 1.9895
H 1.5556 2.5497 -4.7358
H -2.6894 -6.5719 1.9164
H 3.6336 -5.0051 -1.4272
H 3.2831 2.5400 -4.4176
H 0.6255 -6.3074 0.4989
H -4.1311 3.1171 2.1989
H -2.8531 5.2129 -0.7479
H 2.3230 -4.0564 -2.1204
H 1.9822 1.5873 5.0410
H 2.8586 3.4624 -1.0758
H -5.0236 -3.5616 0.5009
H -2.0625 0.1870 2.9229
H 0.0690 -3.1093 -3.9565
H -4.1412 3.5199 0.4899
H -3.0062 -5.2429 -0.1508
H -0.2021 5.4202 -0.4371
H -4.2898 -4.0229 -1.8446
H -1.1439 3.3392 -2.4559
H 2.5496 -0.4852 3.0720
H -4.0640 1.8209 1.0131
H 2.1687 2.9915 -3.1359
*
```

---

Below is 12 unconnected molecules or ions with the total composition C48H81N7O10S5 at a distorted geometry, with properties calculated with ωB97M-V with the def2-TZVPD basis set.

M = 1076.55 g/mol
Structure (SMILES) = O=S1(=O)CCCC1.O=S1(=O)CCCC1.O=S1(=O)CCCC1.O=S1(=O)CCCC1.O=S1(=O)CCCC1.c1cc[nH]c1.c1cc[nH]c1.c1cc[nH]c1.c1cc[nH]c1.CCCC#N.CCCC#N.CCCC#N
E_HOMO = -7.80 eV
Relative energy (zero: lowest compared OMol25 entry of this formula, charge and spin) = 21.3 kcal per mole
Frontier orbital gap = 7.95 eV

```
! RIJCOSX wB97M-V def2-TZVPD def2/J DEFGRID3
* xyz 0 1
S -14.6997 -12.5053 -13.9586
S -9.1885 -18.9581 -17.3610
S -12.1052 -12.2640 -18.5506
S -17.2993 -19.6078 -19.5162
S -14.3433 -23.8632 -19.2402
O -10.2198 -18.9500 -18.3772
O -16.4903 -20.3181 -18.5455
O -12.3465 -11.1237 -19.3976
O -15.5393 -11.4974 -13.3480
O -15.4859 -23.2982 -19.9391
O -18.5113 -18.9449 -19.0756
O -13.2816 -12.5840 -13.6348
O -13.1808 -13.1376 -18.1245
O -14.5344 -24.9440 -18.3169
O -8.8968 -20.1170 -16.5321
N -11.6607 -19.3933 -14.5745
N -14.4868 -17.4398 -14.3559
N -13.3651 -19.5100 -12.1897
N -17.7104 -16.2044 -17.5860
N -14.9192 -15.2405 -21.5823
N -13.7819 -24.3122 -14.7339
N -11.5783 -16.0204 -13.6744
C -12.9605 -24.2026 -20.3793
C -16.1758 -14.5243 -14.9596
C -16.2328 -19.1186 -21.9581
C -14.5940 -16.0371 -22.6413
C -9.7535 -12.3488 -17.1329
C -14.9886 -23.9864 -15.2751
C -15.2781 -13.9795 -16.0840
C -11.1865 -11.7758 -17.0347
C -9.9366 -14.5747 -14.0641
C -18.0343 -17.0451 -16.8724
C -9.5336 -15.4462 -13.0245
C -10.2244 -20.7469 -11.0830
C -9.3526 -17.4726 -16.2726
C -14.4860 -17.8422 -15.4324
C -12.1656 -22.9014 -20.5728
C -13.6935 -22.1640 -15.1613
C -12.8406 -15.8678 -21.2389
C -7.6006 -18.4089 -18.0828
C -9.4620 -12.6509 -18.6124
C -12.9856 -23.2152 -14.6366
C -13.2966 -18.1048 -17.6937
C -13.8625 -15.0897 -20.7381
C -13.3198 -16.5529 -22.3684
C -13.6627 -19.5399 -9.9821
C -10.5550 -16.3423 -12.8179
C -18.4612 -18.0699 -15.9409
C -15.0105 -12.5005 -15.7385
C -14.5263 -18.3351 -16.8104
C -12.8615 -16.6526 -17.8938
C -7.9397 -16.8559 -16.1926
C -10.8353 -20.0845 -14.1778
C -10.1563 -21.6611 -12.3093
C -13.1614 -18.7929 -11.0354
C -15.4811 -14.1362 -13.6645
C -17.6844 -20.8043 -20.8287
C -14.1304 -20.7519 -10.5333
C -9.7734 -20.8777 -13.5875
C -11.2108 -14.9246 -14.4154
C -17.4345 -20.0417 -22.1537
C -10.7167 -13.2224 -19.2402
C -19.4683 -16.4241 -14.2429
C -14.0308 -20.6594 -11.9022
C -14.9758 -22.6207 -15.4932
C -16.1976 -18.5348 -20.5577
C -19.6163 -17.7536 -14.9919
C -13.4557 -22.4336 -18.5008
C -7.4650 -16.9661 -17.6368
C -12.7149 -21.7816 -19.6721
H -7.5930 -18.5865 -19.1543
H -8.9964 -11.7023 -16.6913
H -9.6880 -13.2574 -16.5314
H -12.0029 -14.4912 -15.0072
H -9.3094 -21.5457 -14.3123
H -20.3436 -16.3670 -13.5909
H -12.5755 -16.2072 -16.9329
H -15.7050 -14.0779 -17.0791
H -8.0659 -15.8200 -15.8878
H -16.9871 -21.6419 -20.8138
H -16.1182 -13.9757 -12.7963
H -14.1529 -21.7409 -18.0386
H -15.3256 -19.7186 -22.0666
H -9.2895 -13.8217 -14.4840
H -9.2010 -20.5229 -10.7682
H -11.8963 -21.1615 -19.3127
H -13.4989 -24.7392 -21.1634
H -11.9857 -23.2525 -14.2400
H -9.4629 -22.4847 -12.1493
H -14.3319 -14.5289 -16.0563
H -10.8138 -13.2772 -20.3227
H -15.3891 -17.8405 -17.2678
H -10.7243 -19.8128 -11.3241
H -12.7335 -17.8079 -11.1176
H -15.7926 -14.7495 -21.5092
H -11.9502 -16.5884 -18.4859
H -15.9542 -11.9944 -15.9348
H -7.2953 -17.4268 -15.5265
H -14.6878 -14.8299 -13.3901
H -17.2039 -14.2004 -15.1338
H -13.4983 -25.2251 -14.4282
H -11.2307 -10.6881 -17.0153
H -14.5386 -21.5732 -9.9667
H -12.4555 -18.5618 -17.1628
H -13.2954 -21.1622 -15.2040
H -13.6655 -16.0368 -18.2872
H -18.6957 -21.1569 -20.6456
H -14.0122 -14.4852 -19.8595
H -8.9958 -20.1367 -13.3648
H -11.1423 -22.0978 -12.4836
H -15.7768 -24.6828 -15.4967
H -15.2376 -16.3155 -23.4571
H -18.3415 -19.4358 -22.2576
H -12.7886 -17.2081 -23.0387
H -18.6870 -19.0060 -16.4553
H -10.6916 -21.2796 -10.2572
H -18.6210 -16.4488 -13.5543
H -16.5090 -17.4924 -20.5104
H -19.7245 -18.5722 -14.2839
H -20.5179 -17.6926 -15.6057
H -8.6993 -13.4267 -18.6916
H -17.5416 -18.3004 -15.3824
H -16.2471 -15.6115 -15.0185
H -12.2991 -24.9119 -19.8860
H -13.3636 -18.6604 -18.6275
H -10.6747 -17.1755 -12.1444
H -12.7140 -22.7956 -17.7890
H -10.9185 -14.2410 -18.8905
H -13.6284 -19.2039 -8.9587
H -6.4624 -16.5470 -17.7723
H -11.6724 -12.1842 -16.1504
H -9.1810 -11.7628 -19.1781
H -9.9792 -16.7647 -16.8160
H -17.3830 -20.7435 -22.9799
H -15.8018 -22.0192 -15.8391
H -16.2424 -18.3344 -22.7104
H -19.4082 -15.5679 -14.9090
H -11.1401 -23.1528 -20.3029
H -8.0367 -16.3039 -18.2975
H -8.5866 -15.4175 -12.5111
H -9.8299 -17.7348 -15.3306
H -12.4524 -16.5071 -13.7529
H -14.6827 -19.4135 -16.8234
H -14.1778 -12.0549 -16.2680
H -13.3978 -21.2094 -20.3016
H -11.8567 -15.9859 -20.8136
H -6.8609 -19.0353 -17.5844
H -12.1515 -22.5994 -21.6195
H -13.2274 -19.0903 -13.0957
H -15.2234 -18.6004 -20.0780
H -14.3276 -21.4234 -12.6012
*
```